No. 1
Here is 13 unconnected molecules or ions with the total composition C32H52F2N12O3P2 in a non-equilibrium geometry from the Open Molecules 2025 dataset. Energies are from ωB97M-V with the def2-TZVPD basis set.

As for the LUMO energy: -0.66 eV. Its HOMO energy is -7.6 eV.

Each line ends with the Mulliken charge.
Atoms and positions in Å:
C  4.945  2.887  1.729  -0.781
C  4.163  1.983  2.331  -0.382
C  4.187  0.482  2.123  -1.046
P  4.160  -0.068  0.357  1.610
F  5.773  0.512  0.248  -0.600
C  3.760  0.948  -1.065  -0.554
C  4.520  2.039  -1.476  -0.688
C  2.406  -0.840  0.467  -1.666
P  0.988  0.265  0.746  1.195
O  0.641  1.179  -0.360  -0.727
O  -0.307  -0.731  0.945  -0.538
O  1.087  1.099  2.124  -0.516
C  4.817  -1.823  0.010  0.189
C  6.235  -1.835  -0.581  -1.260
F  4.726  -2.663  1.126  -0.388
H  6.009  2.755  1.578  0.302
H  4.463  3.779  1.341  0.267
H  3.427  2.358  3.038  0.425
H  5.125  0.099  2.547  0.511
H  3.394  -0.009  2.683  0.589
H  2.881  0.677  -1.647  0.377
H  4.289  3.085  -1.273  0.263
H  5.457  1.845  -2.003  0.228
H  2.435  -1.530  1.322  0.536
H  2.137  -1.456  -0.394  0.649
H  -0.034  -1.615  0.666  0.288
H  0.901  2.012  1.860  0.276
H  4.160  -2.260  -0.747  0.436
H  6.998  -1.655  0.174  0.374
H  6.345  -1.198  -1.462  0.172
H  6.430  -2.859  -0.954  0.446
C  -1.900  3.835  1.584  -0.663
C  -0.968  4.764  2.232  0.303
N  -0.241  5.485  2.737  -0.422
H  -2.894  4.266  1.555  0.265
H  -1.569  3.629  0.568  0.213
H  -1.934  2.900  2.141  0.287
C  3.756  -6.381  0.035  -0.876
C  4.655  -5.549  -0.766  0.386
N  5.330  -4.874  -1.391  -0.443
H  4.329  -6.931  0.779  0.288
H  3.030  -5.751  0.544  0.241
H  3.232  -7.087  -0.606  0.370
C  0.367  -8.536  1.957  -0.667
C  1.328  -7.624  2.584  0.370
N  2.075  -6.918  3.075  -0.373
H  -0.605  -8.052  1.878  0.127
H  0.707  -8.806  0.960  0.247
H  0.271  -9.438  2.558  0.316
C  -3.988  5.145  -2.029  -0.960
C  -4.345  4.302  -0.886  0.577
N  -4.623  3.643  0.006  -0.504
H  -3.005  4.863  -2.403  0.341
H  -4.723  5.020  -2.820  0.286
H  -3.968  6.189  -1.726  0.292
C  -8.236  5.652  -2.277  -0.469
C  -7.093  5.992  -3.129  0.289
N  -6.199  6.257  -3.788  -0.505
H  -9.041  6.381  -2.410  0.385
H  -8.607  4.662  -2.539  0.319
H  -7.928  5.654  -1.233  0.075
C  7.186  0.891  -5.388  -0.934
C  6.404  0.105  -4.430  0.442
N  5.795  -0.510  -3.685  -0.378
H  7.044  0.497  -6.391  0.276
H  6.862  1.929  -5.367  0.265
H  8.243  0.841  -5.132  0.307
C  -11.833  5.890  0.515  -0.840
C  -11.253  6.520  -0.673  0.429
N  -10.800  7.012  -1.599  -0.504
H  -11.046  5.576  1.187  0.228
H  -12.479  6.602  1.027  0.325
H  -12.416  5.022  0.223  0.279
C  -3.065  -5.333  2.190  -0.717
C  -1.871  -5.117  1.367  0.264
N  -0.948  -4.939  0.722  -0.384
H  -3.799  -4.558  1.981  0.322
H  -3.498  -6.306  1.963  0.303
H  -2.800  -5.298  3.243  0.201
C  -5.939  -3.559  4.572  -0.828
C  -4.670  -4.165  4.985  0.433
N  -3.681  -4.634  5.307  -0.446
H  -6.593  -4.322  4.155  0.270
H  -6.425  -3.103  5.432  0.327
H  -5.755  -2.795  3.819  0.270
C  3.863  1.502  -8.305  -0.763
C  4.793  2.421  -7.645  0.361
N  5.517  3.139  -7.130  -0.413
H  2.876  1.957  -8.364  0.292
H  4.215  1.281  -9.311  0.268
H  3.796  0.576  -7.737  0.264
C  5.939  -4.427  3.257  -0.117
C  7.223  -4.995  3.680  0.184
N  8.222  -5.438  4.009  -0.383
H  5.317  -5.205  2.819  0.074
H  5.423  -4.004  4.117  0.292
H  6.104  -3.647  2.521  -0.050
C  -7.786  3.415  0.917  -0.812
C  -9.253  3.395  0.875  0.334
N  -10.395  3.374  0.842  -0.444
H  -7.383  3.030  -0.016  0.244
H  -7.434  4.433  1.063  0.269
H  -7.432  2.796  1.738  0.408


No. 2
Here is a molecular structure, C41H53CeN5O4S in a non-equilibrium geometry from the Open Molecules 2025 dataset. Energies are from ωB97M-V with the def2-TZVPD basis set.

As for the LUMO energy: -7.68 eV. The total charge is +2. Its HOMO energy is -13.7 eV.

Each line ends with the Mulliken charge.
Atoms and positions in Å:
Ce  -0.810  -1.300  -0.849  0.482
C  4.892  2.281  2.230  -1.625
C  3.549  2.896  1.820  1.556
C  3.772  4.236  1.100  -1.514
C  2.694  3.152  3.078  -2.060
C  2.801  2.022  0.837  0.782
C  1.510  1.771  0.959  -1.220
C  0.908  1.135  -0.176  0.889
N  -0.302  0.961  -0.413  -0.334
C  -1.268  1.395  0.542  -0.094
C  -1.880  2.638  0.570  -0.619
C  -2.727  2.947  1.655  -0.490
C  -2.870  1.970  2.648  0.003
C  -2.278  0.676  2.605  -1.099
C  -1.505  0.376  1.461  0.702
O  -0.926  -0.812  1.038  -0.139
C  -2.540  -0.356  3.715  2.343
C  -3.311  -1.557  3.143  -1.256
C  -1.189  -0.797  4.310  -1.515
C  -3.384  0.235  4.848  -2.334
C  -3.336  4.338  1.759  1.924
C  -4.226  4.613  0.545  -1.622
C  -2.180  5.351  1.795  -1.601
C  -4.141  4.516  3.046  -2.087
C  1.800  0.388  -1.174  0.776
O  1.317  -0.596  -1.708  0.033
C  3.151  0.843  -1.387  -0.571
C  3.567  1.612  -0.377  -0.375
C  3.930  0.391  -2.641  1.802
C  4.457  -1.033  -2.419  -1.380
C  5.083  1.368  -2.840  -1.968
C  3.016  0.508  -3.875  -1.102
H  5.416  2.907  2.957  0.458
H  5.557  2.171  1.388  0.335
H  4.764  1.289  2.667  0.366
H  4.255  4.942  1.790  0.462
H  2.825  4.658  0.794  0.332
H  4.421  4.156  0.229  0.345
H  3.282  3.772  3.759  0.481
H  2.461  2.225  3.599  0.427
H  1.773  3.673  2.852  0.362
H  0.883  2.053  1.800  0.580
H  -1.692  3.365  -0.200  0.740
H  -3.475  2.204  3.507  0.797
H  -2.768  -2.069  2.342  -0.026
H  -4.276  -1.240  2.742  0.279
H  -3.495  -2.306  3.925  0.494
H  -0.535  -1.289  3.580  0.159
H  -1.327  -1.470  5.150  0.485
H  -0.649  0.083  4.670  0.350
H  -4.379  0.528  4.500  0.453
H  -2.910  1.106  5.294  0.473
H  -3.504  -0.507  5.636  0.445
H  -3.679  4.525  -0.382  0.330
H  -4.620  5.624  0.601  0.453
H  -5.068  3.910  0.503  0.361
H  -1.582  5.317  0.892  0.365
H  -1.533  5.144  2.654  0.344
H  -2.577  6.355  1.900  0.463
H  -5.004  3.851  3.068  0.415
H  -4.500  5.554  3.117  0.414
H  -3.526  4.306  3.922  0.444
H  4.581  1.948  -0.390  0.347
H  5.072  -1.051  -1.521  0.329
H  5.049  -1.379  -3.267  0.490
H  3.633  -1.748  -2.281  0.039
H  5.796  1.344  -2.010  0.411
H  4.700  2.382  -2.929  0.465
H  5.629  1.123  -3.749  0.420
H  2.177  -0.184  -3.850  -0.120
H  3.580  0.299  -4.783  0.477
H  2.632  1.523  -3.968  0.403
O  -2.696  -2.763  -0.485  -0.448
S  -3.673  -1.605  -0.593  0.248
N  -3.044  -0.374  -1.101  -0.069
C  -3.738  -1.834  -3.925  -1.560
C  -2.401  -2.488  -3.749  1.067
C  -2.290  -3.867  -3.561  -0.864
C  -1.063  -4.520  -3.637  -0.257
C  0.119  -3.813  -3.820  -0.436
N  1.400  -4.413  -3.944  0.002
C  1.812  -5.664  -3.527  0.153
O  2.588  -6.320  -4.159  -0.602
N  1.295  -6.146  -2.335  -0.085
C  0.817  -5.436  -1.233  -0.176
C  0.071  -6.104  -0.247  -0.418
C  -0.448  -5.411  0.836  -0.834
C  -0.313  -4.030  0.860  -0.114
N  0.358  -3.382  -0.089  -0.147
C  0.971  -4.066  -1.070  -0.808
C  0.038  -2.424  -3.878  0.252
C  -1.204  -1.759  -3.866  -1.081
H  -4.549  -2.377  -3.429  0.380
H  -3.989  -1.820  -4.983  0.424
H  -3.738  -0.794  -3.578  0.370
H  -3.190  -4.470  -3.430  0.430
H  -1.035  -5.594  -3.547  0.600
H  1.893  -4.193  -4.800  0.301
H  1.630  -7.083  -2.170  0.284
H  -0.138  -7.156  -0.345  0.503
H  -0.992  -5.934  1.608  0.474
H  -0.743  -3.413  1.646  0.324
H  1.575  -3.474  -1.732  1.376
H  0.958  -1.853  -3.999  0.310
H  -1.245  -0.679  -4.071  0.463


No. 3
Here is 2 unconnected molecules or ions with the total composition C4H12N2O2 in a non-equilibrium geometry from the Open Molecules 2025 dataset. Energies are from ωB97M-V with the def2-TZVPD basis set.

The energy relative to the best compared isomer or geometry (same formula, charge and spin) comes out at 0.898 eV. As for the LUMO energy (alpha / beta): 3.91 / 3.76 eV. The total charge is -1. Its HOMO energy (alpha / beta) is 0.8 / -6.2 eV. As for the spin multiplicity: 2.

Each line ends with the Mulliken charge.
Atoms and positions in Å:
C  -1.524  1.918  0.722  -0.796
C  -1.285  0.396  0.673  -0.464
C  -0.814  -0.063  -0.720  -0.335
C  0.248  -1.158  -0.664  -1.285
N  1.030  -1.169  -1.770  -0.651
O  0.377  -1.882  0.318  -0.036
N  -0.268  2.666  0.795  -0.870
H  -2.233  2.158  -0.079  0.229
H  -2.054  2.107  1.656  0.384
H  -2.248  -0.032  0.937  0.302
H  -0.480  0.139  1.349  0.131
H  -0.289  0.781  -1.208  -0.243
H  -1.656  -0.336  -1.356  0.437
H  1.759  -1.863  -1.751  0.422
H  1.389  -0.278  -2.169  0.849
H  -0.439  3.625  0.556  0.411
H  0.378  2.359  0.063  0.490
H  2.405  -3.568  1.455  0.288
H  2.656  -2.509  0.395  0.343
O  3.047  -3.293  0.799  -0.606


> Which formula does entry 3 have?

C4H12N2O2